(1)
113
Properties=species:S:1:pos:R:3:mulliken_charge:R:1 method="wB97M-V/def2-TZVPD" homo_lumo_gap_ev=6.31 mol_weight_g_mol=959.03 lumo_energy_ev=3.766 homo_ev=-2.5 total_charge=-2 max_force_ev_per_a=1.76
K -0.427 0.997 0.446 1.94
C 0.642 -2.425 4.061 -1.16
C 0.664 -1.551 2.957 -0.10
N 0.535 -1.964 1.715 0.45
C 0.342 -3.279 1.488 -0.64
C 0.283 -4.221 2.518 1.43
C 0.459 -3.758 3.834 -0.83
C -0.014 -5.604 2.231 -0.99
C -0.290 -6.005 0.979 -1.08
C -0.268 -5.060 -0.113 1.67
C -0.610 -5.430 -1.424 -1.38
C -0.590 -4.492 -2.419 -0.39
C -0.214 -3.179 -2.087 -0.37
N 0.104 -2.804 -0.870 0.75
C 0.067 -3.720 0.117 -0.39
H 0.732 -2.018 5.060 0.49
H 0.757 -0.484 3.117 0.23
H 0.410 -4.466 4.656 0.34
H -0.047 -6.307 3.057 0.34
H -0.546 -7.039 0.771 0.37
H -0.901 -6.455 -1.627 0.44
H -0.867 -4.735 -3.438 0.65
H -0.182 -2.408 -2.854 0.11
C 1.641 2.585 2.199 0.47
N 2.966 2.427 1.609 0.12
C 3.746 3.627 1.391 -0.59
C 4.957 3.050 0.685 -0.68
N 4.390 1.930 -0.055 0.23
C 5.360 0.959 -0.507 -1.08
C 3.197 1.519 0.580 -0.03
N 2.389 0.569 0.326 -0.06
C 2.587 -0.501 -0.640 -0.47
C 2.474 -0.095 -2.109 -1.27
N 1.105 0.308 -2.391 0.98
C 0.533 0.073 -3.502 -1.04
N 1.043 -0.509 -4.684 0.29
C 2.276 0.040 -5.221 -1.14
C -0.039 -0.573 -5.666 -0.74
C -1.290 -0.477 -4.809 -0.02
N -0.811 0.340 -3.718 0.32
C -1.673 0.571 -2.569 0.05
H 1.716 2.753 3.275 0.26
H 1.061 1.685 2.049 -1.14
H 1.121 3.421 1.721 0.04
H 4.008 4.104 2.337 0.37
H 3.196 4.345 0.772 0.22
H 5.699 2.694 1.413 0.36
H 5.439 3.759 0.011 0.39
H 6.142 1.480 -1.064 0.34
H 4.922 0.225 -1.171 0.31
H 5.840 0.429 0.329 0.33
H 1.788 -1.222 -0.469 -0.57
H 3.524 -1.049 -0.477 0.42
H 2.797 -0.960 -2.705 0.52
H 3.163 0.733 -2.325 0.58
H 3.032 0.143 -4.454 0.34
H 2.104 1.030 -5.668 0.38
H 2.665 -0.622 -5.997 0.36
H 0.014 -1.488 -6.257 0.36
H 0.022 0.287 -6.347 0.42
H -1.638 -1.461 -4.459 -0.22
H -2.119 0.004 -5.327 0.43
H -2.629 0.965 -2.906 0.40
H -1.188 1.307 -1.933 -0.40
H -1.872 -0.351 -2.009 -0.20
N 0.472 3.531 -3.235 -0.68
C 0.352 4.603 -2.240 -0.93
C 0.250 4.155 -0.777 0.28
O 0.849 4.851 0.072 -0.85
O -0.426 3.103 -0.577 -0.56
H -0.365 2.959 -3.178 0.33
H 1.193 2.888 -2.920 0.29
H -0.554 5.171 -2.471 0.35
H 1.192 5.291 -2.322 0.30
C -5.316 -1.577 2.635 -1.07
C -5.657 -2.598 1.574 1.01
C -6.957 -3.335 1.809 -1.62
O -5.784 -1.897 0.323 -0.46
P -4.674 -2.124 -0.834 0.50
S -5.062 -0.905 -2.318 -0.58
S -2.867 -2.191 -0.068 -0.24
O -5.115 -3.629 -1.236 -0.45
C -4.345 -4.535 -2.001 0.33
C -3.524 -3.870 -3.090 -1.17
C -3.509 -5.376 -1.058 -0.81
H -5.262 -2.045 3.625 0.39
H -6.081 -0.795 2.659 0.29
H -4.351 -1.120 2.412 0.01
H -4.835 -3.313 1.502 0.20
H -7.789 -2.628 1.876 0.31
H -6.910 -3.905 2.743 0.36
H -7.153 -4.020 0.982 0.37
H -5.092 -5.173 -2.479 0.23
H -2.763 -3.210 -2.664 -0.26
H -4.153 -3.273 -3.752 0.43
H -3.026 -4.654 -3.668 0.66
H -2.772 -4.754 -0.537 -0.26
H -2.990 -6.154 -1.629 0.44
H -4.144 -5.855 -0.309 0.37
Br -5.106 5.845 0.399 -0.29
C -4.030 4.516 1.264 0.18
C -3.205 4.890 2.315 -0.49
C -2.444 3.916 2.947 -0.55
C -2.486 2.591 2.523 0.15
C -3.315 2.249 1.456 -0.17
C -4.098 3.209 0.821 -0.65
C -1.579 1.553 3.192 0.13
O -1.094 1.842 4.301 -0.86
O -1.375 0.516 2.499 -0.57
H -3.150 5.926 2.622 0.38
H -1.787 4.162 3.772 0.43
H -3.358 1.216 1.123 0.75
H -4.741 2.934 -0.003 0.54

(2)
39
Properties=species:S:1:pos:R:3:nbo_charge:R:1 method="wB97M-V/def2-TZVPD" homo_lumo_gap_ev=8.28 smiles="Cc1n[nH]c(=S)n1/N=C/c1ccccc1OCc1ccc(Cl)cc1Cl" mol_weight_g_mol=393.30 lumo_energy_ev=0.226 homo_ev=-8.1 total_charge=0 max_force_ev_per_a=1.44
C -3.650 -1.169 0.906 -0.66
C -2.773 -1.954 0.016 0.38
N -3.138 -2.892 -0.790 -0.26
N -2.010 -3.308 -1.406 -0.38
C -0.908 -2.638 -0.986 0.19
S 0.618 -2.867 -1.558 -0.24
N -1.406 -1.753 -0.045 -0.25
N -0.830 -0.786 0.696 -0.28
C 0.439 -0.684 0.796 0.10
C 1.071 0.330 1.625 -0.21
C 2.092 -0.162 2.455 -0.15
C 2.743 0.629 3.370 -0.24
C 2.404 1.973 3.465 -0.18
C 1.451 2.495 2.622 -0.27
C 0.777 1.702 1.683 0.41
O -0.040 2.436 0.886 -0.50
C -0.776 1.902 -0.183 -0.09
C 0.036 1.280 -1.292 -0.13
C 1.418 1.394 -1.360 -0.19
C 2.143 0.792 -2.373 -0.23
C 1.478 0.067 -3.349 -0.02
Cl 2.363 -0.693 -4.610 0.02
C 0.096 -0.045 -3.325 -0.27
C -0.605 0.562 -2.300 0.07
Cl -2.331 0.420 -2.291 -0.01
H -4.622 -1.648 0.964 0.25
H -3.204 -1.092 1.895 0.24
H -3.771 -0.162 0.509 0.24
H -2.028 -4.039 -2.099 0.43
H 1.117 -1.411 0.355 0.23
H 2.342 -1.211 2.378 0.22
H 3.508 0.211 4.005 0.22
H 2.898 2.613 4.180 0.22
H 1.197 3.543 2.650 0.23
H -1.329 2.761 -0.581 0.21
H -1.501 1.163 0.187 0.22
H 1.939 1.965 -0.607 0.23
H 3.216 0.880 -2.401 0.23
H -0.422 -0.604 -4.088 0.24

(3)
12
Properties=species:S:1:pos:R:3:nbo_charge:R:1 method="wB97M-V/def2-TZVPD" homo_lumo_gap_ev="7.47 / 7.47" mol_weight_g_mol=99.09 lumo_energy_ev="0.293 / 0.293" homo_ev="-7.2 / -7.2" total_charge=0 max_force_ev_per_a=2.69
O 0.553 -2.604 -0.304 -0.67
C 0.652 -1.566 0.559 0.12
C -0.037 -0.431 0.362 0.07
N -0.832 -0.215 -0.761 -0.57
N -0.386 1.101 -1.035 -0.42
C -0.189 1.682 0.318 0.16
N 0.163 0.770 1.116 -0.34
H -0.017 -2.296 -1.034 0.50
H 0.701 1.177 -1.435 0.34
H 1.309 -1.742 1.398 0.19
H -1.097 1.564 -1.618 0.43
H -0.190 2.757 0.428 0.20

(4)
14
Properties=species:S:1:pos:R:3:nbo_charge:R:1 method="wB97M-V/def2-TZVPD" homo_lumo_gap_ev=8.46 smiles="NC(N)=O.O=C=CO" mol_weight_g_mol=118.09 lumo_energy_ev=0.146 homo_ev=-8.3 total_charge=0 max_force_ev_per_a=2.89
N 0.316 -1.456 0.336 -0.88
C -1.071 -1.156 0.147 0.78
N -1.489 -0.147 0.954 -0.84
O -1.813 -1.897 -0.467 -0.62
H 0.699 -1.296 1.260 0.40
H 0.593 -2.330 -0.097 0.40
H -0.911 0.683 0.938 0.39
H -2.480 0.040 0.859 0.40
O 2.629 0.556 0.376 -0.47
C 1.698 0.544 -0.364 0.62
C 0.798 1.084 -1.164 -0.21
O 0.088 2.184 -0.742 -0.67
H 0.346 0.565 -1.997 0.22
H 0.598 2.627 -0.038 0.48